Entry from the OMol25 dataset: a cluster of 12 separate species, C29H86N14O16 in total in a non-equilibrium geometry (the ωB97M-V functional and the def2-TZVPD basis).

```
145
Properties=species:S:1:pos:R:3
C -30.23945 -31.02205 -13.39792
O -30.91109 -32.22195 -12.89693
C -31.25393 -32.21633 -11.54119
C -31.96551 -33.51105 -11.06832
N -33.35256 -33.22936 -11.42236
C -34.23451 -34.38893 -11.34173
C -35.62661 -34.03469 -11.89090
O -35.58144 -33.68638 -13.26629
C -35.33064 -34.67465 -14.24816
H -31.01060 -30.29386 -13.14657
H -30.04747 -30.97916 -14.47002
H -29.33169 -30.73481 -12.86730
H -31.63741 -31.29552 -11.10170
H -30.32839 -32.15226 -10.96903
H -31.61536 -33.64980 -10.04546
H -31.55098 -34.36532 -11.60356
H -33.43115 -32.74669 -12.30607
H -34.38635 -34.48659 -10.26678
H -33.82695 -35.32857 -11.71466
H -35.97133 -33.15650 -11.34496
H -36.39391 -34.77202 -11.65491
H -34.28912 -34.59925 -14.56066
H -35.94325 -34.42001 -15.11301
H -35.59241 -35.69458 -13.96653
C -22.82692 -26.10916 -7.26142
O -22.61540 -26.94591 -6.11077
C -21.75025 -26.34414 -5.13651
C -20.30339 -26.74835 -5.14734
N -19.60107 -26.09243 -6.29909
C -18.10990 -26.37424 -6.18589
C -17.37311 -25.59732 -5.16144
O -17.31178 -24.26887 -5.49190
C -16.41433 -23.46319 -4.66873
H -23.34928 -25.17692 -7.04659
H -23.27768 -26.75619 -8.01392
H -21.84717 -25.83338 -7.65148
H -22.14056 -26.61185 -4.15463
H -21.80269 -25.25542 -5.14237
H -20.29585 -27.83678 -5.08925
H -19.92067 -26.42881 -4.17805
H -19.86411 -25.11743 -6.31593
H -17.75899 -26.13093 -7.18877
H -17.89139 -27.42753 -6.01002
H -16.33551 -25.82489 -5.40580
H -17.74400 -25.85742 -4.17003
H -16.18683 -22.55683 -5.22984
H -15.53926 -23.85204 -4.14800
H -16.97615 -23.15073 -3.78848
C -22.82634 -34.56664 -7.45155
O -21.46275 -34.96173 -7.54107
C -20.69748 -34.55261 -6.44091
C -19.17329 -34.73082 -6.82806
N -18.27527 -34.05447 -5.87309
C -16.81411 -34.33966 -6.21511
C -15.90567 -33.58768 -5.23007
O -16.40777 -33.42946 -3.85860
C -15.40493 -32.86536 -2.96508
H -22.92679 -33.49448 -7.28278
H -23.29439 -35.11988 -6.63734
H -23.42159 -34.72877 -8.35015
H -20.95368 -35.09240 -5.52927
H -20.93917 -33.51428 -6.21386
H -19.01634 -34.36186 -7.84164
H -18.83429 -35.76499 -6.76749
H -18.38324 -34.46515 -4.95669
H -16.51174 -34.06449 -7.22554
H -16.55069 -35.39042 -6.09421
H -15.88647 -32.55298 -5.57229
H -14.90300 -34.00955 -5.29926
H -15.24150 -31.79382 -3.07994
H -14.46919 -33.42151 -2.90844
H -15.76926 -33.05729 -1.95586
C -21.57090 -30.20023 -21.55794
O -22.97767 -29.83493 -21.40703
C -23.24923 -28.62160 -20.72364
C -23.10647 -28.59614 -19.21720
N -23.95164 -29.37414 -18.40439
C -23.33004 -30.68601 -18.26615
C -24.14152 -31.42195 -17.12581
O -23.48336 -31.08226 -15.88156
C -23.53012 -32.14028 -14.97100
H -21.61111 -31.25667 -21.82331
H -20.88780 -29.90905 -20.76000
H -21.34264 -29.68876 -22.49303
H -24.24907 -28.29594 -21.01064
H -22.59842 -27.88017 -21.18715
H -23.14484 -27.51677 -19.07033
H -22.03771 -28.76444 -19.08479
H -23.98525 -29.03986 -17.45190
H -22.27764 -30.64112 -17.98590
H -23.24715 -31.33459 -19.13826
H -24.15667 -32.47099 -17.42143
H -25.18488 -31.12690 -17.23732
H -24.50261 -32.54204 -14.68650
H -23.15432 -31.75200 -14.02435
H -22.98311 -33.03696 -15.26226
N -20.37128 -29.30202 -9.47347
C -19.67129 -30.33990 -9.06450
N -19.17692 -30.38323 -7.87595
O -19.33707 -31.17731 -9.80295
H -20.92248 -29.40989 -10.31290
H -20.46982 -28.49778 -8.87048
H -18.70176 -31.26290 -7.73273
H -19.32873 -29.68005 -7.16701
N -27.18743 -29.21471 -9.73232
C -26.56951 -30.14187 -9.10942
N -25.44122 -30.37801 -9.64714
O -27.03828 -30.67443 -8.11522
H -26.87402 -28.94207 -10.65293
H -28.06712 -28.82669 -9.42297
H -25.00848 -29.78430 -10.34021
H -24.93989 -31.06965 -9.10825
N -29.20478 -32.54108 -4.45113
C -29.07542 -33.68258 -3.91727
N -30.00778 -33.81421 -3.03480
O -28.17701 -34.47674 -4.12838
H -28.68924 -32.21703 -5.25693
H -29.99800 -32.03205 -4.08808
H -30.76024 -33.14819 -3.13635
H -30.06013 -34.58867 -2.38860
N -24.59430 -32.71878 -3.12205
C -23.95698 -31.60630 -3.42705
N -24.52733 -30.88551 -4.34057
O -22.85100 -31.30724 -3.05659
H -23.97260 -33.38948 -2.69339
H -25.43181 -33.01324 -3.60368
H -25.46476 -31.14506 -4.61249
H -23.96227 -30.26315 -4.90046
N -31.18338 -27.42343 -6.34779
C -32.10649 -28.37368 -6.16810
N -33.10976 -28.11996 -6.96993
O -32.08879 -29.35469 -5.38548
H -31.31246 -26.82831 -7.15357
H -30.38387 -27.52005 -5.73823
H -33.97636 -28.60373 -6.78262
H -33.10359 -27.19013 -7.36422
O -27.59757 -27.21366 -4.49968
H -27.07072 -27.85472 -4.97686
H -27.44698 -27.41847 -3.57686
O -31.83731 -25.86301 -9.99738
H -32.39093 -25.13981 -10.29185
H -31.00198 -25.72273 -10.44324
O -23.97674 -28.43872 -12.94162
H -24.31420 -28.97793 -13.65689
H -23.28620 -27.91165 -13.34359
```

Values from the calculation:
- E_HOMO (Eh) = -0.3132
- E (eV) = -85081.68533
- SMILES = COCCNCCOC.COCCNCCOC.COCCNCCOC.COCCNCCOC.NC(N)=O.NC(N)=O.NC(N)=O.NC(N)=O.NC(N)=O.O.O.O
- molecular weight (g/mol) = 887.1
- frontier orbital gap (eV) = 8.399
- LUMO level (eV) = -0.12